No. 1
The following is a DFT calculation (ωB97M-V with the def2-TZVPD basis set) of a cluster of 2 separate species, C5H14N2O2 in total at a distorted geometry.

Each line ends with the Löwdin charge.
Element x y z (Å)
1 C -1.131 0.367 -2.315  -0.06
2 C -0.192 0.539 -1.147  -0.16
3 O 1.329 0.276 -1.772  -0.06
4 C 0.864 -0.528 -0.790  -0.39
5 N 1.471 -0.417 0.527  -0.22
6 N 2.381 -1.466 0.682  0.05
7 O 2.097 0.865 0.647  -0.04
8 H -2.112 0.770 -2.075  0.08
9 H -1.215 -0.684 -2.597  0.09
10 H -0.735 0.939 -3.170  0.09
11 H -0.052 1.518 -0.695  0.14
12 H 0.556 -1.555 -0.990  0.15
13 H 2.688 -1.478 1.646  0.09
14 H 3.184 -1.380 0.055  0.09
15 H 2.485 1.058 -0.228  0.09
16 C -1.717 -0.209 0.909  -0.17
17 C -1.181 0.498 2.141  -0.15
18 H -2.739 -0.557 1.062  0.07
19 H -1.156 -1.119 0.708  0.07
20 H -1.699 0.564 0.051  0.06
21 H -1.054 -0.217 2.950  0.07
22 H -0.210 0.931 1.921  0.04
23 H -1.863 1.280 2.477  0.07

**Relative energy (zero: lowest compared OMol25 entry of this formula, charge and spin)**: 527.2 kJ/mol
**SMILES**: C[C@@H]1O[C@H]1N(N)O.CC
**Orbital gap**: 10.357 eV
**Max |F|**: 4.52 eV/A

***

No. 2
The following is a DFT calculation (ωB97M-V with the def2-TZVPD basis set) of a cluster of 2 separate species, C5H14N2O2 in total at a distorted geometry.

Each line ends with the Löwdin charge.
Element x y z (Å)
1 C 0.289 -1.244 -2.172  -0.10
2 C -0.017 -1.461 -0.710  -0.15
3 N -1.162 -0.290 -0.172  -0.26
4 N -1.448 -0.590 1.153  0.02
5 O -2.307 -0.422 -0.984  -0.06
6 H -0.605 -0.932 -2.708  0.07
7 H 0.646 -2.167 -2.626  0.08
8 H 1.027 -0.460 -2.308  0.07
9 H 0.824 -1.696 -0.062  0.09
10 H -0.656 -2.340 -0.542  0.09
11 H -1.504 0.268 1.687  0.06
12 H -2.271 -1.178 1.326  0.09
13 H -2.634 -1.345 -0.913  0.09
14 C 0.393 1.948 2.122  -0.02
15 C 1.331 1.196 1.568  -0.16
16 C 1.590 1.098 0.098  -0.31
17 O 0.694 1.787 -0.716  -0.09
18 H -0.271 2.547 1.516  0.06
19 H 0.195 1.928 3.182  0.05
20 H 1.958 0.558 2.178  0.10
21 H 1.502 -0.008 -0.172  0.08
22 H 2.599 1.465 -0.133  0.13
23 H -0.172 1.337 -0.611  0.06

**Relative energy (zero: lowest compared OMol25 entry of this formula, charge and spin)**: 514.5 kJ/mol
**SMILES**: CCN(N)O.C=CCO
**Orbital gap**: 9.863 eV
**Max |F|**: 3.63 eV/A